This record from the OMol25 dataset describes C36H40F9INiO2PSbSi2Te as an isolated structure in a non-equilibrium geometry. The level of theory is ωB97M-V/def2-TZVPD.

Last column: Löwdin charge in e.
Geometry (Å):
Ni -0.196 0.949 0.816  0.26
I 0.966 3.257 0.896  1.30
C -0.967 4.156 0.744  -0.54
C -1.153 5.466 1.062  -0.11
C -2.431 6.030 0.876  -0.05
C -3.437 5.284 0.329  -0.01
C -3.237 3.931 -0.030  -0.15
C -4.238 3.170 -0.679  -0.01
C -3.994 1.882 -1.062  -0.04
C -2.762 1.266 -0.751  -0.10
C -1.806 1.948 -0.062  -0.07
C -1.978 3.322 0.232  -0.24
H -0.338 6.068 1.443  0.11
H -2.596 7.064 1.146  0.12
H -4.410 5.723 0.147  0.12
H -5.185 3.644 -0.902  0.12
H -4.739 1.316 -1.603  0.12
H -2.581 0.251 -1.082  0.09
C -1.869 -5.715 -0.245  -0.17
Si -3.329 -4.523 -0.181  0.45
C -4.062 -4.509 1.571  -0.19
C -4.700 -4.751 -1.440  -0.17
C -2.475 -2.833 -0.549  -0.44
Te -1.579 -2.442 1.310  1.84
C -3.087 -1.070 1.861  -0.42
Si -2.848 -0.234 3.583  0.51
C -2.299 -1.570 4.789  -0.17
C -4.554 0.442 4.007  -0.17
C -1.705 1.251 3.276  -0.13
H -2.096 -6.674 0.222  0.04
H -1.002 -5.294 0.271  0.01
H -1.573 -5.922 -1.274  0.04
H -4.307 -5.520 1.897  0.05
H -4.983 -3.924 1.621  0.04
H -3.366 -4.106 2.310  -0.02
H -5.134 -5.748 -1.342  0.04
H -4.338 -4.645 -2.463  0.04
H -5.504 -4.028 -1.291  0.04
H -3.140 -2.022 -0.834  0.03
H -1.704 -2.967 -1.306  0.03
H -4.022 -1.630 1.806  0.03
H -3.066 -0.318 1.073  0.00
H -3.162 -2.099 5.198  0.04
H -1.744 -1.145 5.626  0.05
H -1.645 -2.300 4.314  -0.01
H -5.304 -0.344 4.104  0.04
H -4.892 1.141 3.240  0.03
H -4.520 0.983 4.955  0.04
H -1.191 1.155 2.298  -0.05
H -0.934 1.332 4.042  0.04
H -2.261 2.188 3.248  0.05
O -0.246 -1.111 0.764  -0.73
O -0.469 -0.554 -0.550  -0.39
F 8.244 0.975 1.119  0.07
C 6.963 0.752 0.789  -0.27
C 6.684 0.127 -0.414  0.00
C 5.360 -0.117 -0.744  -0.12
C 4.346 0.268 0.129  -0.37
C 4.645 0.910 1.320  -0.12
C 5.969 1.152 1.662  0.01
Sb 2.314 -0.234 -0.427  1.61
C 2.530 0.357 -2.485  -0.36
C 2.701 -0.576 -3.502  -0.11
C 3.031 -0.161 -4.785  0.00
C 3.177 1.192 -5.025  -0.28
F 3.512 1.598 -6.259  0.07
C 3.004 2.141 -4.034  0.00
C 2.678 1.713 -2.757  -0.13
C 2.464 -2.357 -0.639  -0.35
C 3.544 -3.019 -0.065  -0.09
C 3.683 -4.388 -0.230  0.02
C 2.722 -5.075 -0.948  -0.27
F 2.851 -6.401 -1.100  0.08
C 1.634 -4.441 -1.519  -0.01
C 1.507 -3.069 -1.354  -0.15
H 7.495 -0.162 -1.069  0.12
H 5.122 -0.603 -1.683  0.10
H 3.860 1.219 1.998  0.08
H 6.230 1.635 2.594  0.13
H 2.593 -1.633 -3.295  0.09
H 3.189 -0.866 -5.590  0.12
H 3.131 3.189 -4.268  0.12
H 2.548 2.449 -1.971  0.07
H 4.267 -2.468 0.521  0.10
H 4.523 -4.923 0.192  0.13
H 0.918 -5.020 -2.088  0.12
H 0.665 -2.542 -1.790  0.09
F 1.155 0.403 2.631  -0.30
P 1.716 -0.709 3.793  0.19
F 0.818 0.046 4.871  -0.13
F 2.952 0.237 4.062  -0.11
F 2.185 -1.803 4.823  -0.09
F 0.376 -1.653 3.446  -0.25
F 2.494 -1.457 2.584  -0.16

Computed properties:
Kohn-Sham gap (alpha / beta): 4.28 / 6.16 eV
Total charge: +1
Max |F|: 0.0464 Eh/bohr
Energy relative to the best compared isomer or geometry (same formula, charge and spin): 26.0 kJ/mol
Electronic energy: -5679.5065 a.u.
Multiplicity: 2
Expectation value of S²: 1.14